1.
Computed, not measured: a structure of composition C15H26N4O4PPt, with ωB97M-V/def2-TZVPD.

Output
Electronic energy in eV: -42656.32863
Net charge: +1
Max |F| in eV/Å: 1.0
Frontier orbital gap in hartree: 0.3289
HOMO in eV: -11.3
LUMO level in Ha: -0.0881
Relative energy (zero: lowest compared OMol25 entry of this formula, charge and spin) in kJ/mol: 22.2

Last column: Löwdin charge in e.
Atoms and positions in Å:
C (3.8408, 0.1905, -3.4716)  -0.009
H (0.5512, -1.3095, 4.3176)  0.098
H (-3.3113, -2.8522, -0.3178)  0.096
H (-3.1860, -4.4754, 0.3867)  0.095
H (5.8599, -0.6556, -0.8705)  0.115
C (0.2406, -1.0782, 3.2991)  -0.023
H (6.9104, 0.8120, -4.7553)  0.112
C (4.8145, 0.5718, -4.3830)  -0.060
H (0.1212, 0.0046, 3.2083)  0.098
C (-2.0428, -1.6808, 4.0472)  -0.141
H (-1.5445, -1.6719, 5.0162)  0.126
H (-2.5889, -0.7361, 3.9511)  0.134
H (-3.8016, -2.7604, 4.6511)  0.126
N (-1.0079, -1.7699, 3.0212)  -0.066
H (-1.7444, -3.6798, -0.2675)  0.091
H (0.5053, 0.7906, -2.9619)  0.028
H (-2.4363, -3.7800, 4.1907)  0.130
C (-2.9899, 1.3979, -1.5025)  -0.154
N (3.5397, -1.2707, -0.2354)  0.032
H (7.5791, 0.0229, -2.5098)  0.113
O (-1.0749, -0.2749, -0.6252)  -0.507
H (4.5184, 0.9106, -5.3664)  0.112
C (-2.9792, -2.8652, 3.9451)  -0.143
H (-0.8537, 2.4735, 0.4980)  0.066
H (-3.1525, 2.3414, -2.0237)  0.068
C (5.5771, -0.3124, -1.8543)  -0.010
H (-0.7260, 1.9440, -3.5356)  0.072
O (2.5688, -1.4993, 0.5856)  -0.257
O (-0.3307, -2.4026, 0.9306)  -0.164
H (2.7937, 0.2196, -3.7288)  0.104
H (0.6105, 2.2558, -0.4791)  0.054
C (-3.5078, -2.9526, 2.5316)  -0.143
C (6.1561, 0.5130, -4.0405)  -0.065
C (6.5330, 0.0695, -2.7795)  -0.058
H (-3.4204, 1.4592, -0.5034)  0.065
C (-2.6741, -3.5215, 0.2652)  -0.009
H (-4.0804, -3.8683, 2.3857)  0.127
Pt (0.7874, -0.9782, -0.0801)  1.192
C (-0.4669, 2.4187, -0.5196)  -0.161
C (-0.5626, 0.9943, -3.0250)  -0.150
H (-1.0463, 0.1934, -3.5846)  0.073
N (-2.4034, -2.9599, 1.5806)  -0.064
P (-1.2423, 1.0494, -1.3730)  0.588
H (-0.6719, 3.3568, -1.0364)  0.068
C (-1.2240, -2.3616, 1.8301)  -0.438
H (-4.1758, -2.1110, 2.3162)  0.134
H (-3.4781, 0.5933, -2.0517)  0.067
H (1.0216, -1.4118, 2.6260)  0.056
C (4.2410, -0.2447, -2.2207)  -0.164
N (3.2262, -0.6358, -1.2726)  -0.182
O (1.9528, -0.3653, -1.5967)  -0.272

Forces on the atoms, in the same order (eV/Å):
C 0.0 0.0 0.0
H 0.0 0.0 0.0
H 0.0 0.0 0.0
H 0.0 0.0 0.0
H 0.0 0.0 0.0
C 0.0 -0.1 0.0
H 0.0 0.0 0.0
C 0.0 0.0 0.0
H 0.0 0.0 0.0
C 0.0 0.0 0.0
H 0.0 0.0 0.0
H 0.0 0.0 0.0
H 0.0 0.0 0.0
N 0.0 0.0 0.0
H 0.0 0.0 0.0
H 0.0 0.0 0.0
H 0.0 0.0 0.0
C 0.0 0.0 0.0
N 0.0 0.4 0.0
H 0.0 0.0 0.0
O 0.1 0.0 -0.2
H 0.0 0.0 0.0
C 0.0 0.0 0.0
H 0.0 0.0 0.0
H 0.0 0.0 0.0
C 0.0 0.0 0.0
H 0.0 0.0 0.0
O -0.1 -0.5 -0.2
O 0.3 0.4 0.3
H 0.0 0.0 0.0
H 0.0 0.0 0.0
C 0.0 0.0 0.0
C 0.0 0.0 0.0
C 0.0 0.0 0.0
H 0.0 0.0 0.0
C 0.0 0.0 0.0
H 0.0 0.0 0.0
Pt -0.3 -0.7 -0.6
C 0.0 0.0 0.0
C 0.0 0.0 0.0
H 0.0 0.0 0.0
N 0.1 -0.1 0.0
P 0.0 -0.1 0.0
H 0.0 0.0 0.0
C -0.1 0.3 0.1
H 0.0 0.0 0.0
H 0.0 0.0 0.0
H 0.0 0.0 0.0
C 0.0 0.0 0.0
N 0.0 -0.3 0.0
O 0.0 0.7 0.5

2.
Computed, not measured: a structure of composition C15H26NaO15 at a distorted geometry, with ωB97M-V/def2-TZVPD.

Output
Electronic energy in eV: -51102.58916
Net charge: +1
Max |F| in eV/Å: 2.4
Frontier orbital gap in hartree: 0.4228
HOMO in eV: -13.5
LUMO level in Ha: -0.0735

Last column: Löwdin charge in e.
Atoms and positions in Å:
C (-1.1663, 15.0984, -8.6496)  -0.092
H (2.1292, 18.4776, -13.2955)  0.139
O (-4.1664, 18.6854, -7.3823)  0.038
O (-0.6712, 21.5523, -3.3691)  0.032
O (3.3085, 20.1530, -4.4302)  0.034
C (0.0661, 18.1925, -3.8788)  0.011
H (-3.0527, 22.5233, -7.6155)  0.107
C (-0.3685, 20.5176, -4.1148)  -0.622
H (3.6091, 22.1568, -4.8018)  0.109
O (-0.1678, 19.4914, -3.3294)  0.043
C (0.8927, 16.8245, -12.3865)  -0.120
H (-2.8950, 17.2258, -8.2227)  0.067
H (-0.3435, 18.1394, -4.8920)  0.083
O (0.1225, 17.0101, -11.2370)  0.063
O (2.4806, 19.4676, -6.4077)  0.088
H (-0.9925, 22.8944, -4.9635)  0.075
H (0.4440, 23.1417, -3.8767)  0.091
H (2.5033, 21.7664, -3.4844)  0.105
C (0.3721, 18.2132, -10.6712)  -0.517
H (0.3712, 14.2159, -9.9037)  0.132
H (1.1249, 17.9755, -3.9781)  0.099
H (1.9900, 21.5696, -5.1787)  0.081
C (4.1041, 17.2863, -6.2141)  -0.019
H (3.9044, 17.6466, -7.2267)  0.097
H (-3.2837, 22.3702, -5.8430)  0.104
H (-4.5442, 17.4484, -8.9601)  0.105
C (-2.9316, 21.8780, -6.7482)  -0.026
H (1.7721, 16.1861, -12.2521)  0.138
O (-3.6964, 20.6999, -6.8921)  0.043
C (1.2037, 18.2880, -12.7616)  -0.090
H (-1.5243, 15.4859, -9.6030)  0.127
H (-1.2507, 23.5034, -3.3408)  0.105
H (0.3675, 16.3511, -13.2186)  0.137
C (0.5038, 16.2490, -7.5868)  -0.545
C (2.8227, 21.4731, -4.4810)  -0.026
O (-0.2918, 20.4944, -5.3244)  0.074
O (1.1793, 18.9124, -11.4886)  0.083
O (4.0173, 18.3100, -5.2266)  0.038
O (-0.8241, 16.1422, -7.7282)  0.052
C (3.1938, 19.3155, -5.4420)  -0.597
C (-3.1826, 19.5776, -7.3387)  -0.573
H (-1.9113, 14.4434, -8.2081)  0.138
H (0.3144, 13.4759, -8.3457)  0.137
O (1.1325, 15.4200, -8.4502)  0.083
Na (0.3747, 19.5525, -7.4662)  0.473
H (-1.8690, 21.6996, -6.5826)  0.061
H (5.1356, 16.9513, -6.2564)  0.102
C (0.1905, 14.4363, -8.8493)  -0.112
O (1.0142, 17.0589, -6.8748)  0.147
C (-3.9452, 17.4642, -8.0520)  -0.030
H (3.3574, 16.5334, -5.9849)  0.089
O (-0.0757, 18.6086, -9.6443)  0.166
C (-0.6063, 22.8785, -3.9482)  0.016
H (-0.5288, 17.5212, -3.2711)  0.107
H (0.3747, 18.6725, -13.3622)  0.138
H (-4.2708, 16.6286, -7.4250)  0.103
O (-2.0376, 19.3855, -7.6680)  0.107

Forces on the atoms, in the same order (eV/Å):
C 0.6 -0.2 -0.1
H 0.2 -0.1 0.3
O 0.0 0.3 0.2
O -0.4 0.6 0.3
O 0.5 -0.4 0.9
C -0.9 0.2 -1.2
H -0.2 0.0 0.0
C 0.1 -0.3 -0.3
H 0.1 -0.1 0.0
O 0.2 -0.3 0.8
C 1.1 0.5 -2.1
H 0.0 0.7 -0.3
H 0.0 0.1 0.1
O -0.9 -0.5 1.4
O -0.1 0.2 -0.3
H 0.3 -0.1 -0.1
H -0.1 0.6 -0.2
H 0.0 -0.2 0.1
C 0.6 0.0 -1.5
H 0.0 0.2 0.1
H 0.1 -0.1 0.5
H 0.0 -0.1 0.0
C -0.2 0.0 -0.9
H -0.3 0.3 0.3
H -0.3 0.1 -0.2
H 0.2 0.1 -0.1
C 0.8 0.4 0.3
H 0.0 0.3 0.7
O -0.7 0.0 0.3
C -0.4 -0.8 -0.4
H -0.1 0.4 0.2
H 0.2 0.0 0.2
H -0.6 0.0 0.5
C -0.5 0.3 -1.0
C -0.5 0.7 -0.6
O 0.1 0.2 -0.6
O 0.0 0.6 0.7
O 0.1 0.1 0.1
O -0.5 -0.1 0.3
C 0.1 0.4 -0.4
C 0.0 -0.1 -0.3
H 0.0 0.1 0.1
H 0.1 0.3 0.5
O 0.1 0.0 1.1
Na -0.2 -0.3 0.3
H -0.1 -0.4 -0.2
H -0.1 -0.3 0.6
C -0.1 -1.0 -1.5
O 0.3 0.0 0.0
C 0.2 -1.4 0.0
H 0.3 -0.3 0.0
O 0.1 -0.2 0.6
C -0.1 -0.7 0.1
H 0.5 -0.3 0.3
H 0.1 0.2 0.1
H -0.4 0.4 0.2
O 0.4 0.1 0.0

3.
Computed, not measured: a structure of composition C15H27AsClN4O2PdSbSe4, with ωB97M-V/def2-TZVPD.

Output
Electronic energy in eV: -370820.02211
Net charge: -2
Max |F| in eV/Å: 0.7
Frontier orbital gap in hartree: 0.2167
HOMO in eV: -1.6
LUMO level in Ha: 0.1570
Relative energy (zero: lowest compared OMol25 entry of this formula, charge and spin) in kJ/mol: 63.4

Last column: Löwdin charge in e.
Atoms and positions in Å:
H (3.3912, 0.4787, 1.2611)  0.110
H (-5.1516, 0.2009, -2.2443)  0.106
H (4.4810, -1.6311, 1.8505)  0.084
C (1.1924, 2.2282, 1.1142)  -0.348
H (-0.6761, 0.5584, -2.8905)  0.028
H (-3.8409, -1.2870, -0.7301)  0.080
H (1.4605, -1.9093, 4.2489)  -0.016
Se (2.3466, -5.0895, 2.0542)  -0.236
Sb (1.2526, -3.9313, 0.1680)  -0.389
N (4.3058, -1.9709, 2.7948)  0.177
C (-2.9913, -1.0068, -5.1935)  -0.091
H (1.2513, 1.1544, 0.9005)  0.108
Se (-0.8888, -2.5656, 0.7119)  -0.020
C (-3.4099, -0.9098, -2.8120)  -0.302
H (-2.3799, -1.3545, -6.0172)  0.098
H (2.3985, -3.2525, 3.7891)  -0.037
H (3.8775, 2.7839, 2.0550)  0.101
N (2.8310, -0.2213, 3.1518)  0.083
C (3.1654, -1.4910, 3.3277)  -0.479
C (3.5917, 0.6936, 2.3169)  -0.191
H (4.6551, 0.5127, 2.4874)  0.115
Cl (-0.2675, -0.5239, 3.8307)  -0.064
C (3.2544, 2.1311, 2.6744)  -0.190
N (1.8315, 2.9380, 0.0155)  0.056
C (-2.6422, -1.3427, -3.8946)  -0.045
N (2.4029, -2.2750, 4.1018)  0.154
C (-2.9952, -1.2567, -1.4187)  -0.346
H (-5.7794, 0.7966, -4.5518)  0.092
C (-0.2954, 2.6224, 1.1933)  -0.685
C (1.7790, 2.4938, 2.5108)  -0.163
H (-4.3909, 0.0287, -6.4551)  0.088
H (2.8390, 2.8517, 0.0442)  0.054
H (-2.4893, -2.2188, -1.3803)  0.007
C (-2.7303, 1.6825, -0.9177)  -0.255
H (0.1062, -0.8545, -2.0905)  -0.008
Se (2.7062, -2.3706, -1.0637)  -0.342
H (1.8436, -0.0157, 3.3232)  0.009
C (-4.8952, 0.1960, -4.3730)  -0.105
H (1.6564, 3.5600, 2.7306)  0.123
H (-2.2043, 2.5056, -0.4381)  -0.002
H (4.3191, -2.9894, 2.7761)  0.052
Se (0.0178, -5.4827, -1.2265)  -0.334
H (-3.7121, 1.5652, -0.4585)  0.031
C (-4.5423, -0.1398, -3.0737)  -0.072
O (-0.6413, 3.6757, 0.6456)  -0.016
Pd (-0.9666, -0.2828, 1.5426)  0.132
H (-1.7670, -1.9541, -3.7061)  0.123
H (1.1632, 1.9547, 3.2358)  0.080
O (-1.0487, 1.8711, 1.9015)  -0.205
As (-1.7267, 0.0390, -0.6510)  1.016
C (-4.1185, -0.2335, -5.4399)  -0.118
C (-0.3046, 0.1461, -1.9525)  -0.265
H (1.5549, 3.9125, 0.0407)  0.063
H (3.5499, 2.3150, 3.7118)  0.109
H (-2.8430, 1.8721, -1.9854)  0.027
H (0.4743, 0.7924, -1.5463)  0.017

Forces on the atoms, in the same order (eV/Å):
H 0.0 0.1 0.0
H 0.0 0.0 0.0
H 0.0 0.0 0.1
C 0.0 -0.1 0.0
H 0.0 0.0 0.0
H 0.0 0.0 0.0
H 0.0 0.0 0.1
Se 0.1 0.3 0.2
Sb 0.1 0.3 -0.3
N 0.2 -0.4 -0.5
C 0.0 0.0 0.0
H -0.1 0.0 0.0
Se -0.2 -0.2 0.6
C 0.0 0.0 0.0
H 0.0 0.0 0.0
H 0.0 -0.1 0.0
H 0.0 0.0 0.0
N 0.1 0.0 -0.1
C -0.5 0.0 0.2
C 0.0 -0.1 0.0
H 0.0 0.0 0.0
Cl 0.0 -0.1 0.1
C 0.0 0.1 -0.1
N 0.1 -0.1 0.0
C 0.0 0.0 0.0
N 0.1 0.0 -0.3
C 0.0 0.1 -0.1
H 0.0 0.0 0.0
C 0.0 0.1 0.1
C 0.0 0.0 0.0
H 0.0 0.0 0.0
H 0.0 0.1 0.0
H 0.0 0.0 0.0
C 0.1 0.0 0.0
H 0.1 0.0 0.0
Se 0.1 0.1 0.4
H -0.1 0.0 0.1
C 0.0 0.0 0.0
H 0.0 0.0 0.0
H 0.0 0.0 0.0
H -0.1 -0.1 0.0
Se 0.0 0.0 0.0
H 0.0 0.0 0.0
C 0.0 0.0 0.0
O 0.0 0.0 0.1
Pd 0.3 0.2 -0.3
H 0.0 0.0 0.0
H 0.0 0.0 0.0
O -0.1 -0.1 -0.3
As 0.0 -0.1 0.0
C 0.0 0.0 0.0
C 0.0 0.0 0.0
H 0.0 0.0 0.0
H 0.0 0.0 0.0
H 0.0 0.0 0.0
H 0.0 0.0 0.0

4.
Computed, not measured: a cluster of 7 separate species, C15H27BF4N9O3 in total at a distorted geometry, with ωB97M-V/def2-TZVPD.

Output
Electronic energy in eV: -47104.49091
Net charge: -1
Max |F| in eV/Å: 2.6
Frontier orbital gap in hartree: 0.3164
HOMO in eV: -6.0
LUMO level in Ha: 0.0956
Relative energy (zero: lowest compared OMol25 entry of this formula, charge and spin) in kJ/mol: 0.0

Last column: Löwdin charge in e.
Atoms and positions in Å:
H (23.2452, 3.7920, 7.6638)  0.080
C (17.6056, 5.7669, 2.7454)  -0.687
H (22.5399, 8.1187, -0.2733)  0.090
O (16.8676, 6.7565, 2.7105)  0.003
H (19.7852, 1.0022, 2.0709)  0.053
C (23.1870, 7.2619, -0.1753)  -0.110
H (24.7455, 7.8315, -1.7112)  0.079
H (21.3175, 5.0015, -3.0769)  0.110
C (20.1065, 5.0924, -1.5555)  -0.683
H (25.6380, 5.3547, -1.2877)  0.099
F (21.7466, 0.8916, 1.5791)  0.133
O (17.6789, -1.3255, 2.4568)  -0.005
H (22.2268, 5.8743, 1.1752)  0.101
H (28.7615, 1.1666, 2.6424)  0.079
F (20.9238, 2.9756, 1.9974)  0.102
C (26.7092, 1.8344, 2.8448)  -0.127
H (21.9530, 4.1789, -1.6233)  0.075
F (22.0044, 2.6372, -0.0161)  0.107
N (17.5637, 4.6721, 1.9534)  0.164
N (18.7374, 5.8369, 3.4913)  0.144
N (18.9775, 0.5455, 2.4633)  0.166
H (23.2370, 5.3935, 5.3270)  0.105
H (19.5344, 4.8314, 0.5061)  0.066
H (20.7264, 3.8152, -0.1338)  0.041
H (18.3753, 4.0821, 1.9670)  0.072
H (25.4888, 1.3983, -0.1505)  0.109
C (22.8316, 3.6009, 6.6861)  -0.117
H (19.1883, -2.0180, 0.6003)  0.098
N (25.6649, 1.8091, 1.9452)  0.014
N (20.1015, 4.5949, -0.2845)  0.155
C (26.1018, 1.4353, 0.7369)  -0.164
O (19.2101, 5.7805, -2.0460)  0.002
C (18.6653, -0.7141, 2.0579)  -0.689
H (24.1368, 4.2281, 0.3410)  0.126
N (19.4930, -1.1994, 1.0897)  0.153
C (23.0517, 6.0658, 0.5084)  -0.159
H (19.2613, 5.0259, 3.7754)  0.088
F (23.1286, 2.6922, 1.9086)  0.097
H (20.3589, -0.7294, 0.8898)  0.078
C (22.0305, 2.4607, 6.3564)  -0.101
C (22.8074, 4.4376, 5.5909)  -0.151
N (21.2452, 4.6753, -2.1252)  0.163
C (27.8228, 1.3891, 2.1584)  -0.129
H (24.7188, 2.0293, 2.2417)  0.113
H (18.4725, 0.9577, 3.2239)  0.103
H (18.7536, 6.6576, 4.0734)  0.103
B (21.9277, 2.2515, 1.3346)  -1.268
H (16.8017, 4.4799, 1.3306)  0.115
N (22.2762, 3.7693, 4.5347)  0.019
C (24.7894, 5.8242, -0.8161)  -0.151
C (24.3267, 7.1274, -1.0117)  -0.113
C (21.8058, 2.5745, 4.9992)  -0.150
H (21.1563, 1.9245, 4.4327)  0.100
H (26.5501, 1.8559, 3.9098)  0.103
H (22.2418, 4.1007, 3.5868)  0.118
C (27.4775, 1.2789, 0.7795)  -0.114
N (23.9619, 5.1753, 0.0470)  0.026
H (28.0034, 0.9414, -0.0990)  0.079
H (21.6490, 1.7046, 7.0198)  0.085

Forces on the atoms, in the same order (eV/Å):
H 0.0 0.3 -0.1
C -0.1 2.0 -0.7
H -0.2 -0.1 0.7
O -0.2 -1.4 -0.1
H -0.1 0.1 0.3
C 0.8 -0.3 -0.5
H 0.0 0.1 0.1
H 0.7 -0.4 0.1
C -1.5 0.3 1.9
H -0.1 -0.2 0.2
F 0.0 0.1 -0.6
O 0.3 0.0 0.0
H 0.2 -0.6 0.0
H 0.1 0.2 -0.2
F -0.8 0.1 -0.1
C 0.1 -1.4 -0.9
H 0.2 0.1 -0.1
F -0.1 -0.9 -0.1
N -0.3 -0.5 0.1
N 0.7 0.1 0.8
N 0.3 0.1 0.0
H 0.3 0.0 0.6
H -0.5 0.5 -0.6
H -0.3 0.5 0.2
H -0.2 -0.4 -0.2
H -0.3 0.0 0.2
C -1.1 0.4 0.5
H 0.2 -0.1 0.0
N -0.3 0.4 1.9
N 0.0 -0.8 0.9
C 0.8 0.6 -1.2
O 1.1 -0.3 -0.2
C -0.9 0.0 -0.1
H -0.3 0.1 0.4
N 0.1 0.0 0.1
C -1.6 1.2 -0.1
H 0.0 0.0 0.1
F 0.5 0.1 0.3
H 0.0 -0.2 -0.2
C 1.0 0.8 -1.1
C 1.4 0.2 -0.5
N -0.1 0.7 -2.6
C 0.4 0.7 0.0
H 0.2 -0.1 -0.6
H 0.0 -0.1 0.0
H 0.2 -0.2 0.1
B 0.5 0.5 0.5
H 0.1 0.2 0.0
N -0.7 -0.7 0.8
C 0.2 1.2 -1.1
C 0.2 -1.6 0.4
C -1.3 -0.8 0.3
H 0.3 0.1 -0.4
H -0.1 0.4 0.0
H -0.1 -0.2 -0.1
C -1.1 -0.9 0.5
N 0.9 0.3 0.1
H 0.5 0.1 0.3
H 0.2 -0.2 -0.1